(1)
Molecular formula: C5H8S3
Method: DFT, ωB97M-V with the def2-TZVPD basis set

Each line ends with the natural charge from an NBO analysis.
Cartesian coordinates (Å):
1 C 0.9486 -0.1901 -0.6212  -0.457
2 C -0.1432 -0.5029 -1.7103  -0.415
3 C -1.2570 -0.6442 -0.7044  -0.347
4 C -0.8170 1.4445 1.0267  -0.725
5 C 0.0506 -1.0296 0.3160  -0.303
6 H 3.3275 1.1957 -0.3432  0.111
7 H 0.8331 0.9280 -0.4352  0.247
8 H -0.1124 -1.6937 -2.1333  0.189
9 H -0.2811 0.0255 -2.6289  0.225
10 H -1.7750 -1.6213 -0.6487  0.244
11 H -1.3456 1.9796 1.7358  0.253
12 H 0.0658 2.0397 0.5673  0.206
13 H 0.3405 -2.0755 0.2960  0.249
14 S 2.5977 -0.6900 -0.9029  0.068
15 S -2.1141 0.9145 -0.0778  0.231
16 S -0.0927 0.0728 1.8399  0.225

Calculated values
LUMO ... -1.51 eV
Energy relative to the best compared isomer or geometry (same formula, charge and spin) ... 5.0865 eV
Electronic energy ... -1389.678626 Eh
M ... 164.32 u


(2)
Molecular formula: C5H8S3
Method: DFT, ωB97M-V with the def2-TZVPD basis set

Each line ends with the natural charge from an NBO analysis.
Cartesian coordinates (Å):
1 S -2.8815 -0.0785 -0.3767  0.021
2 C -1.1175 0.0253 -0.0720  -0.201
3 C -0.2874 -0.9840 -0.9483  -0.549
4 S 1.2608 -1.4677 -0.1537  0.196
5 C 2.3081 0.0373 0.0122  -0.658
6 S 1.1628 1.4444 -0.7129  0.221
7 C -0.2290 1.1618 0.3523  -0.443
8 C -0.5344 0.0571 1.4330  -0.418
9 H -2.6229 0.3946 -1.6514  0.130
10 H -0.7760 -1.9098 -0.9306  0.238
11 H -0.2284 -0.5941 -1.9704  0.230
12 H 3.0922 -0.1443 -0.8477  0.255
13 H 2.6612 0.3609 1.0701  0.250
14 H -0.7965 2.0457 0.7840  0.258
15 H -1.2785 0.3392 2.1557  0.218
16 H 0.2669 -0.6880 1.8567  0.251

Calculated values
LUMO ... 0.54 eV
Energy relative to the best compared isomer or geometry (same formula, charge and spin) ... 2.5052 eV
Electronic energy ... -1389.773487 Eh
Structure (SMILES) ... S[C@@]12CSCS[C@@H]1C2
M ... 164.32 u


(3)
Molecular formula: C5H9BF4N7O2SV
Method: DFT, ωB97M-V with the def2-TZVPD basis set

Each line ends with the Löwdin charge.
Cartesian coordinates (Å):
1 V 0.2047 -0.6451 0.3829  0.866
2 N -0.3204 -1.1080 2.4614  0.025
3 N -0.9841 -0.0329 3.0764  0.051
4 C -1.2676 1.0548 2.3373  -0.349
5 N -1.9642 2.0341 2.8642  0.264
6 N -0.7542 0.9962 1.0860  0.018
7 N -0.9207 2.0584 0.1898  -0.390
8 O -1.6143 2.9981 0.4713  0.142
9 O -0.3763 1.8465 -0.8709  0.083
10 H -0.9513 -1.9107 2.4074  0.130
11 H 0.4875 -1.3659 3.0283  0.143
12 H -1.3902 -0.1707 3.9915  0.185
13 H -2.2933 1.9918 3.8167  0.155
14 H -2.1703 2.8487 2.2984  0.123
15 S 2.5022 -0.1414 0.6641  0.796
16 C 2.3998 -0.1792 -1.0516  -0.712
17 N 3.4256 0.0456 -1.8932  0.141
18 C 3.2719 -0.0059 -3.2378  0.037
19 C 2.0446 -0.2931 -3.7656  0.041
20 C 0.9986 -0.5120 -2.8642  0.005
21 N 1.1871 -0.4507 -1.5559  -0.025
22 H 4.3387 0.2556 -1.4995  0.186
23 H 4.1568 0.1900 -3.8290  0.162
24 H 1.8943 -0.3430 -4.8327  0.140
25 H -0.0070 -0.7355 -3.2000  0.155
26 F -0.3633 -2.2734 0.0731  -0.358
27 B -2.8886 -1.5684 -0.1460  -0.858
28 F -3.5193 -2.5082 -0.7690  0.349
29 F -2.1865 -0.6416 -0.8047  0.226
30 F -2.9401 -1.4341 1.1713  0.268

Calculated values
Net charge ... +2
Spin multiplicity ... 3
LUMO (spin up / spin down) ... -7.80 / -7.72 eV
Electronic energy ... -2495.846799 Eh
M ... 368.99 u


(4)
Molecular formula: C5H9BN2O3
Method: DFT, ωB97M-V with the def2-TZVPD basis set

Each line ends with the natural charge from an NBO analysis.
Cartesian coordinates (Å):
1 C -1.6059 1.6129 1.7128  -0.254
2 O -1.3869 0.6495 0.7339  -0.489
3 C -0.0271 0.3577 0.6148  0.570
4 C 1.0461 1.1902 0.8780  -0.460
5 C 2.3716 0.7823 0.6667  0.077
6 N 2.6017 -0.4775 0.6925  -0.409
7 C 1.4959 -1.4165 0.7002  -0.073
8 N 0.2284 -0.9286 0.1736  -0.704
9 B -0.3358 -1.6022 -0.9737  1.174
10 O -1.1954 -0.9794 -1.7683  -0.872
11 O 0.1134 -2.8419 -1.1403  -0.916
12 H -1.0325 1.3154 2.6171  0.177
13 H -2.5949 1.5951 2.0710  0.198
14 H -1.2683 2.7615 1.4950  0.167
15 H 0.7650 2.1564 1.2828  0.221
16 H 3.0892 1.5007 0.7815  0.185
17 H 1.6775 -2.2556 0.0439  0.224
18 H 1.4554 -1.8117 1.6721  0.176
19 H -1.7157 -1.6289 -2.3317  0.495
20 H 0.3103 -3.3030 -1.9572  0.513

Calculated values
LUMO ... 0.27 eV
Energy relative to the best compared isomer or geometry (same formula, charge and spin) ... 1.0305 eV
Electronic energy ... -556.063222 Eh
Structure (SMILES) ... COC1=CC=NCN1B(O)O
M ... 155.95 u